[1]
Density functional theory data (ωB97M-V/def2-TZVPD) for 2 unconnected molecules or ions with the total composition C2H8N2O in a non-equilibrium geometry.

Results
Kohn-Sham gap, hartree: 0.3232
Energy relative to the best compared isomer or geometry (same formula, charge and spin), eV: 2.565
LUMO level, eV: 0.88

Structure (ORCA input):
```
! RIJCOSX wB97M-V def2-TZVPD def2/J DEFGRID3
* xyz 0 1
C 0.68380 0.38334 -1.41857
N 0.62486 0.58920 0.01421
C 1.69352 0.39350 0.71296
N 2.35165 -0.79537 0.71339
H 1.03096 -0.61672 -1.77683
H -0.35325 0.42213 -1.74613
H 1.24917 1.15177 -1.94862
H 2.15388 1.17116 1.32062
H 2.20881 -1.41413 -0.06083
H 3.10130 -1.05989 1.31628
O -4.87976 0.25778 1.11717
H -5.67815 -0.07135 0.74277
H -4.18678 -0.41141 1.01357
*
```

Atom charges from the Löwdin analysis, given in e for atoms 1 to 6: atom 1 (C): -0.19, atom 2 (N): -0.07, atom 3 (C): -0.31, atom 4 (N): 0.10, atom 5 (H): 0.06, atom 6 (H): 0.06

[2]
Density functional theory data (ωB97M-V/def2-TZVPD) for 2 unconnected molecules or ions with the total composition C3H9N5O in a non-equilibrium geometry.

Results
Kohn-Sham gap, hartree: 0.3480
Energy relative to the best compared isomer or geometry (same formula, charge and spin), eV: 2.558
LUMO level, eV: 0.79

Structure (ORCA input):
```
! RIJCOSX wB97M-V def2-TZVPD def2/J DEFGRID3
* xyz 0 1
H 1.69546 -2.11221 0.65022
N 0.99512 -2.06070 1.39591
C 0.05223 -1.28241 1.10945
C -0.05213 -0.44482 -0.15598
C -1.25916 -0.87016 -0.98415
O 1.08181 -0.39666 -0.87402
N -0.27377 1.10691 0.42227
N -0.48521 2.08125 -0.58145
H -0.76572 -1.17935 1.81916
H -1.30968 -0.27383 -1.89341
H -1.13976 -1.91443 -1.26951
H -2.18159 -0.76164 -0.41577
H 1.87202 0.19978 -0.21960
H -0.96698 1.22519 1.15411
H -1.36219 1.91492 -1.07584
H 0.26728 1.97869 -1.26038
N 1.47836 1.60526 1.38689
N 2.35392 1.18420 0.79210
*
```

Atom charges from the Löwdin analysis, given in e for atoms 1 to 6: atom 1 (H): 0.06, atom 2 (N): 0.12, atom 3 (C): -0.21, atom 4 (C): -0.59, atom 5 (C): -0.02, atom 6 (O): -0.08

[3]
Density functional theory data (ωB97M-V/def2-TZVPD) for a molecular structure, C34H46ClF5OP4Tc in a non-equilibrium geometry.

Results
Kohn-Sham gap (spin up / spin down), hartree: 0.3208 / 0.2498
Energy relative to the best compared isomer or geometry (same formula, charge and spin), eV: 0.000
LUMO level (spin up / spin down), eV: -4.93 / -6.93
Expectation value of S²: 3.7929

Structure (ORCA input):
```
! RIJCOSX wB97M-V def2-TZVPD def2/J DEFGRID3
* xyz 2 4
P -2.43128 0.50311 -0.89234
C -3.36107 2.04077 -0.99988
C -3.81552 2.52674 -2.23543
H -3.54553 2.00972 -3.15680
C -4.61911 3.66856 -2.27217
H -4.98276 4.03106 -3.23269
C -4.95987 4.32782 -1.08487
H -5.59790 5.21311 -1.11777
C -4.49004 3.85025 0.14265
H -4.75327 4.35485 1.07349
C -3.68416 2.71068 0.19142
H -3.30964 2.33445 1.14318
C -1.80710 0.09834 -2.52590
C -0.92839 0.99668 -3.15960
H -0.67912 1.94200 -2.67142
C -0.41151 0.68885 -4.41718
H 0.30612 1.36671 -4.87911
C -0.83518 -0.46479 -5.08383
H -0.45161 -0.68776 -6.07938
C -1.76193 -1.31974 -4.48473
H -2.12606 -2.19757 -5.01757
C -2.23510 -1.05833 -3.20019
H -2.95989 -1.72510 -2.72704
C -3.59312 -0.75456 -0.33319
C -4.92216 -0.71665 -0.79478
H -5.22418 0.05627 -1.50563
C -5.84490 -1.65465 -0.33380
H -6.86932 -1.62437 -0.70435
C -5.46026 -2.61864 0.60795
H -6.18659 -3.34262 0.97662
C -4.14255 -2.64854 1.07845
H -3.82681 -3.38953 1.81453
C -3.21058 -1.72680 0.60274
H -2.17927 -1.74868 0.95517
Tc 1.60358 0.83634 1.78262
C 2.59315 -0.76818 0.87915
C 1.98531 -1.36402 -0.17985
H 3.56902 -1.15114 1.21426
C 0.59798 -0.87264 -0.50721
O -0.28603 -2.00695 -0.39933
H -1.13891 -1.77481 -0.82015
C 0.11899 0.25027 0.40081
H 0.58514 -0.47418 -1.54230
C -1.11251 0.78854 0.29887
Cl 0.18893 2.55229 2.56245
P 0.90412 -0.68876 3.48359
P 2.62964 2.32489 0.07652
C 0.87487 -0.23589 5.23897
H 0.33711 0.70949 5.37259
H 1.89649 -0.12865 5.61774
H 0.35665 -1.03365 5.78410
C -0.82855 -1.20688 3.23268
H -0.84710 -2.00729 2.48445
H -1.41129 -0.35064 2.87283
H -1.25047 -1.57057 4.18002
C 1.77442 -2.29707 3.51595
H 2.85248 -2.11825 3.58550
H 1.56104 -2.84843 2.59226
H 1.44686 -2.87899 4.38755
C 3.75484 3.70632 0.43406
H 4.63283 3.34835 0.99105
H 3.22208 4.45277 1.03240
H 4.08066 4.15641 -0.51164
C 3.59486 1.48866 -1.23659
H 2.94145 0.81122 -1.80011
H 4.38865 0.89994 -0.75741
H 4.04579 2.22602 -1.91581
C 1.29805 3.16555 -0.85281
H 0.47942 3.39606 -0.16014
H 0.93462 2.49086 -1.63567
H 1.68103 4.09254 -1.30162
P 2.54914 -2.76998 -1.17741
C 4.30319 -3.02230 -0.97511
C 2.15570 -2.40682 -2.89881
H 4.53204 -3.24860 0.07525
H 4.85624 -2.12752 -1.29255
H 4.59348 -3.87467 -1.60765
H 1.06737 -2.34681 -3.04264
H 2.55822 -3.21993 -3.52017
H 2.61579 -1.45670 -3.20242
C 1.63525 -4.25690 -0.74871
H 1.70675 -4.43503 0.33184
H 2.07061 -5.10522 -1.29602
H 0.58063 -4.12618 -1.02474
H -1.35756 1.58893 1.00657
F 2.35141 1.94351 4.56802
C 2.94689 1.75723 3.34082
F 3.34378 3.02639 2.97299
C 4.26534 0.96307 3.56073
F 5.09417 1.61954 4.40164
F 4.05825 -0.27446 4.09077
F 4.91775 0.81130 2.36125
*
```

Atom charges from the Löwdin analysis, given in e for atoms 1 to 6: atom 1 (P): 1.10, atom 2 (C): -0.31, atom 3 (C): -0.07, atom 4 (H): 0.11, atom 5 (C): -0.05, atom 6 (H): 0.12

[4]
Density functional theory data (ωB97M-V/def2-TZVPD) for a molecular structure, C5H10OS in a non-equilibrium geometry.

Results
Kohn-Sham gap, hartree: 0.3393
Energy relative to the best compared isomer or geometry (same formula, charge and spin), eV: 6.595
LUMO level, eV: 0.55

Structure (ORCA input):
```
! RIJCOSX wB97M-V def2-TZVPD def2/J DEFGRID3
* xyz 0 1
C 1.77247 1.24085 -1.73039
C -0.07110 0.07004 -0.62754
C -0.61324 -0.59157 0.37758
C -1.55891 -1.73083 -0.00293
C -0.13111 -0.16714 1.63376
H 2.16778 0.26842 -1.91625
H 1.25611 2.11375 -2.65806
H 2.75377 1.98217 -1.47869
H -0.37087 -0.12340 -1.64720
H -0.73295 -2.78316 -0.06980
H -1.88027 -1.26488 -1.10749
H -2.59893 -2.12857 0.90558
H 0.46206 -1.06118 2.03734
H 0.74240 0.52204 1.48798
H -0.85214 2.07063 2.60950
O 0.99735 1.02504 -0.64345
S -1.34242 0.55780 2.83007
*
```

Atom charges from the Löwdin analysis, given in e for atoms 1 to 6: atom 1 (C): -0.18, atom 2 (C): -0.10, atom 3 (C): -0.50, atom 4 (C): -0.10, atom 5 (C): -0.60, atom 6 (H): 0.06

[5]
Density functional theory data (ωB97M-V/def2-TZVPD) for a molecular structure, C28H34I2N2O2Sb2Sn.

Results
Kohn-Sham gap, hartree: 0.2258
LUMO level, eV: -0.96

Structure (ORCA input):
```
! RIJCOSX wB97M-V def2-TZVPD def2/J DEFGRID3
* xyz 0 1
Sn 0.24044 -0.48474 -0.40019
O -0.43697 -0.61848 1.68885
C -1.13476 -1.63328 2.16535
C -0.79977 -2.17156 3.42231
C -1.51862 -3.20591 3.97702
C -2.61734 -3.75868 3.31028
C -2.96395 -3.24486 2.08463
C -2.24437 -2.19607 1.49126
C -2.69394 -1.74790 0.19066
N -2.09071 -0.90805 -0.55643
C -2.56899 -0.63302 -1.89755
C -2.18393 0.79582 -2.21954
N -0.74927 0.96738 -1.97489
C -0.16784 1.94393 -2.57181
C 1.19145 2.39474 -2.43718
C 1.49734 3.62743 -3.05344
C 2.74950 4.17665 -2.99640
C 3.75833 3.46580 -2.32344
C 3.50010 2.25621 -1.73107
C 2.20796 1.67272 -1.75861
O 2.02700 0.52032 -1.19103
H 0.05435 -1.74473 3.93126
H -1.22424 -3.59908 4.94234
H -3.17663 -4.57401 3.74664
H -3.81014 -3.65917 1.54702
H -3.62294 -2.20198 -0.17182
H -3.64769 -0.78089 -2.00044
H -2.06182 -1.31325 -2.59061
H -2.73784 1.46726 -1.55636
H -2.44331 1.04396 -3.25146
H -0.77649 2.55237 -3.24945
H 0.70425 4.14791 -3.58052
H 2.96115 5.12630 -3.46671
H 4.76122 3.87282 -2.27928
H 4.28232 1.69657 -1.23438
C 2.77463 -0.66122 4.01364
Sb 2.99579 -0.58232 1.87785
C 5.09343 -1.03413 1.97255
C 3.32235 1.57516 1.71140
C 3.24323 2.35827 2.98586
C 4.43849 2.79210 3.56410
C 4.46971 3.51256 4.74600
C 3.27637 3.82819 5.37864
C 2.08474 3.40163 4.81740
C 2.03665 2.65808 3.63650
C 0.66540 2.18017 3.20753
Sb 0.04381 2.11592 1.16218
C 0.43109 4.13449 0.58539
C -2.04410 2.28896 1.57259
H 3.48911 0.00944 4.49089
H 2.96694 -1.68575 4.33503
H 1.76787 -0.38619 4.31963
H 5.56963 -0.40063 2.72165
H 5.55613 -0.86522 1.00070
H 5.23048 -2.07990 2.24520
H 2.64016 1.94223 0.94572
H 4.32016 1.67153 1.28121
H 5.36908 2.55954 3.05845
H 5.41620 3.83223 5.16238
H 3.27041 4.39817 6.29848
H 1.15237 3.64155 5.31650
H -0.08115 2.82152 3.67966
H 0.46989 1.16562 3.56493
H 0.13190 4.80979 1.38674
H -0.12864 4.36145 -0.32098
H 1.49381 4.25840 0.37743
H -2.23434 3.10716 2.26657
H -2.36633 1.34509 2.01074
H -2.60233 2.46386 0.65354
I 0.65608 -3.09947 -1.46711
I 1.07295 -5.74332 -2.53755
*
```

Atom charges from the Löwdin analysis, given in e for atoms 1 to 6: atom 1 (Sn): 0.79, atom 2 (O): -0.42, atom 3 (C): -0.35, atom 4 (C): 0.00, atom 5 (C): -0.07, atom 6 (C): -0.09

[6]
Density functional theory data (ωB97M-V/def2-TZVPD) for a molecular structure, C3H11N5 in a non-equilibrium geometry.

Results
Kohn-Sham gap, hartree: 0.3124
Energy relative to the best compared isomer or geometry (same formula, charge and spin), eV: 6.701
LUMO level, eV: 0.74

Structure (ORCA input):
```
! RIJCOSX wB97M-V def2-TZVPD def2/J DEFGRID3
* xyz 0 1
C 0.84914 0.32822 1.21112
C 1.14146 0.57477 -0.15272
C -1.10151 -0.55167 1.44888
N -0.21478 -0.04143 -1.30571
N -0.01410 0.04247 -2.69338
N 0.79664 1.43608 2.08835
N -0.68089 -1.14716 -0.86376
N -1.28277 -2.04520 -1.49647
H 1.33321 -0.53759 1.64428
H 0.75862 -0.55610 -2.99326
H 0.17261 1.01026 -2.93226
H 0.25681 2.20776 1.71821
H 0.44533 1.20117 3.00811
H -1.46176 -1.74124 -2.47160
H 1.95354 -0.01143 -0.56851
H 1.11059 1.60522 -0.49981
H -0.79671 -0.67490 2.48141
H -1.60970 -1.45466 1.14008
H -1.65573 0.35542 1.23705
*
```

Atom charges from the Löwdin analysis, given in e for atoms 1 to 6: atom 1 (C): -0.33, atom 2 (C): -0.02, atom 3 (C): 0.02, atom 4 (N): -0.19, atom 5 (N): 0.03, atom 6 (N): 0.02

| no. | energy (eV) |
| --- | --- |
| 1 | -7229.763 |
| 2 | -12752.131 |
| 3 | -103503.337 |
| 4 | -18223.304 |
| 5 | -71771.057 |
| 6 | -10733.243 |